Record 1
Computed, not measured: a cluster of 2 separate species, C22H25NO6 in total, with ωB97M-V/def2-TZVPD.

Values from the calculation:
- ΔE to the lowest compared entry with this formula, charge and spin (kcal/mol) = 174.37
- total charge = 0

Atoms and positions in Å:
C: 2.45 -1.65 1.08
C: 1.50 -2.23 0.10
C: 1.88 -2.09 -1.32
C: 0.40 -3.00 0.53
C: -0.58 -3.52 -0.38
C: -1.68 -4.23 0.07
C: -1.84 -4.51 1.43
C: -0.88 -4.07 2.34
C: 0.22 -3.34 1.91
H: 1.94 -1.16 1.92
H: 3.12 -2.42 1.50
H: 3.08 -0.90 0.60
H: 1.05 -2.14 -2.02
H: 2.39 -1.13 -1.48
H: 2.61 -2.87 -1.62
H: -0.47 -3.34 -1.45
H: -2.43 -4.58 -0.65
H: -2.70 -5.08 1.78
H: -0.98 -4.31 3.40
H: 0.98 -3.03 2.63
C: -1.48 0.75 -4.53
C: -1.73 0.21 -3.15
O: -0.85 0.98 -2.29
C: -0.96 0.66 -0.99
C: -0.11 1.41 -0.05
C: 0.97 2.32 -0.48
O: 1.86 2.77 0.26
O: 0.99 2.68 -1.77
C: 2.09 3.59 -2.09
C: 1.94 3.82 -3.57
C: -0.41 1.34 1.34
C: 0.43 1.93 2.34
C: 0.06 2.02 3.67
C: -1.20 1.51 4.08
N: -1.66 1.73 5.41
O: -2.80 1.32 5.73
O: -0.90 2.33 6.21
C: -2.02 0.84 3.15
C: -1.62 0.74 1.83
O: -1.74 -0.25 -0.67
H: -2.13 0.27 -5.28
H: -1.68 1.83 -4.57
H: -0.44 0.59 -4.85
H: -2.78 0.37 -2.85
H: -1.48 -0.86 -3.06
H: 1.98 4.52 -1.52
H: 3.04 3.10 -1.84
H: 2.61 4.59 -3.94
H: 2.15 2.90 -4.13
H: 0.91 4.12 -3.82
H: 1.38 2.36 2.04
H: 0.70 2.50 4.40
H: -2.97 0.42 3.47
H: -2.26 0.22 1.13

Charge distribution, Mulliken scheme, values in e:
1. C -1.7009
2. C 1.5786
3. C -1.4601
4. C 0.6535
5. C -0.1334
6. C -0.8113
7. C -0.3235
8. C -0.7755
9. C -0.1988
10. H 0.4154
11. H 0.4246
12. H 0.3817
13. H 0.2801
14. H 0.4050
15. H 0.3569
16. H 0.1758
17. H 0.3867
18. H 0.4132
19. H 0.3909
20. H 0.3520
21. C -1.2469
22. C -0.0193
23. O -0.2226
24. C 0.3375
25. C 0.0100
26. C 0.5033
27. O -0.7733
28. O -0.2007
29. C -0.2100
30. C -1.1505
31. C 0.6125
32. C -0.5736
33. C -0.5894
34. C -0.2208
35. N 0.9546
36. O -0.6268
37. O -0.6273
38. C -0.7368
39. C -0.3985
40. O -0.7253
41. H 0.4329
42. H 0.2824
43. H 0.2559
44. H 0.2837
45. H 0.1393
46. H 0.2853
47. H 0.2861
48. H 0.4094
49. H 0.2547
50. H 0.2737
51. H 0.6927
52. H 0.4803
53. H 0.4631
54. H 0.5535



Record 2
Computed, not measured: a structure of composition C38H36ClDyN6O3PSe3, with ωB97M-V/def2-TZVPD.

Values from the calculation:
- spin multiplicity = 6
- ΔE to the lowest compared entry with this formula, charge and spin (kcal/mol) = 34.72
- total charge = +1

Atoms and positions in Å:
Dy: 0.01 -0.73 -1.51
N: -0.34 -1.98 0.55
C: 0.75 -2.94 0.76
C: 2.13 -2.54 0.17
O: 3.14 -3.07 0.67
N: 2.05 -1.73 -0.87
C: 3.21 -1.04 -1.22
C: 2.95 0.47 -1.47
O: 3.84 1.31 -1.50
O: 1.67 0.70 -1.78
H: -0.48 -1.30 1.26
H: -1.30 -2.38 0.40
H: 0.53 -3.95 0.34
H: 0.97 -3.09 1.82
H: 3.57 -1.46 -2.17
H: 3.93 -1.22 -0.43
Cl: -0.54 2.62 -0.51
C: -0.49 3.49 1.06
C: -1.19 4.71 1.06
C: -1.01 5.53 2.19
C: -0.41 5.08 3.35
C: 0.23 3.83 3.34
C: 0.11 3.00 2.20
P: 0.82 1.34 2.21
C: 2.55 1.81 2.26
C: 3.12 2.19 1.05
C: 4.48 2.34 0.89
C: 5.31 2.23 2.03
C: 4.72 2.16 3.29
C: 3.35 1.89 3.39
C: 0.42 0.63 3.82
C: 1.14 -0.43 4.35
C: 1.06 -0.73 5.70
C: 0.14 -0.05 6.49
C: -0.71 0.93 5.96
C: -0.59 1.21 4.60
H: -1.81 4.99 0.25
H: -1.43 6.52 2.23
H: -0.30 5.75 4.18
H: 0.86 3.51 4.17
H: 2.43 2.47 0.22
H: 4.87 2.55 -0.10
H: 6.41 2.27 1.95
H: 5.31 2.41 4.17
H: 2.94 1.71 4.42
H: 1.87 -0.96 3.73
H: 1.61 -1.55 6.13
H: 0.15 -0.30 7.53
H: -1.49 1.41 6.61
H: -1.31 1.94 4.19
Se: 1.49 -1.51 -8.85
N: 1.57 -2.57 -7.41
C: 0.86 -2.00 -6.45
C: 0.65 -2.60 -5.17
C: 1.00 -3.93 -4.87
C: 0.51 -4.59 -3.72
C: -0.18 -3.82 -2.82
N: -0.39 -2.51 -2.98
C: -0.02 -1.88 -4.18
C: -0.50 -0.54 -4.44
N: -1.09 0.15 -3.41
C: -1.78 1.28 -3.66
C: -1.77 1.85 -4.95
C: -1.10 1.19 -5.99
C: -0.41 0.00 -5.75
C: 0.31 -0.68 -6.78
N: 0.55 -0.22 -8.02
H: 1.59 -4.47 -5.60
H: 0.55 -5.69 -3.64
H: -0.59 -4.27 -1.94
H: -2.36 1.72 -2.84
H: -2.24 2.76 -5.15
H: -1.15 1.54 -7.00
C: -3.91 -3.23 -0.75
Se: -3.33 -1.60 -1.69
C: -4.42 -0.13 -0.76
C: -4.62 -0.27 0.73
Se: -2.96 -0.03 1.85
C: -3.44 -1.07 3.49
H: -4.97 -3.40 -1.04
H: -3.76 -3.20 0.36
H: -3.25 -3.99 -1.19
H: -5.38 -0.09 -1.28
H: -3.89 0.83 -0.99
H: -5.03 -1.23 1.00
H: -5.31 0.50 1.10
H: -4.50 -1.29 3.51
H: -3.11 -0.50 4.34
H: -2.87 -2.04 3.48

Charge distribution, Mulliken scheme, values in e:
1. Dy 0.2737
2. N 0.0594
3. C -0.5376
4. C 0.4421
5. O -0.7652
6. N 0.2005
7. C -0.7435
8. C 0.5295
9. O -0.7136
10. O -0.5029
11. H -0.0335
12. H 0.0719
13. H 0.2020
14. H 0.3973
15. H 0.1873
16. H 0.4710
17. Cl -0.0508
18. C 0.3036
19. C -0.6977
20. C -0.6151
21. C -0.8851
22. C -0.1610
23. C -0.1198
24. P 0.8517
25. C 0.7909
26. C -1.0217
27. C -0.4748
28. C -0.6829
29. C -0.6408
30. C 0.0109
31. C 0.4190
32. C -0.7373
33. C -0.7352
34. C -0.5260
35. C -0.7608
36. C -0.5752
37. H 0.5146
38. H 0.3899
39. H 0.4348
40. H 0.4895
41. H 0.4673
42. H 0.4875
43. H 0.3725
44. H 0.4114
45. H 0.2127
46. H 0.5625
47. H 0.4656
48. H 0.4015
49. H 0.3807
50. H 0.5723
51. Se 0.3235
52. N -0.8062
53. C 0.9573
54. C -0.0894
55. C -0.6325
56. C -1.2191
57. C 0.0220
58. N 0.0182
59. C 0.5145
60. C 0.4981
61. N 0.6214
62. C -0.1639
63. C -1.2528
64. C -0.5882
65. C 0.2170
66. C 0.6947
67. N -0.8279
68. H 0.5560
69. H 0.4405
70. H 0.4886
71. H 0.3530
72. H 0.5279
73. H 0.5656
74. C -0.9992
75. Se 0.2085
76. C -0.6670
77. C -0.9972
78. Se 0.2046
79. C -1.0106
80. H 0.3750
81. H 0.2765
82. H 0.2826
83. H 0.5149
84. H 0.2447
85. H 0.4551
86. H 0.4907
87. H 0.4123
88. H 0.3147
89. H 0.2828



Record 3
Computed, not measured: an isolated molecule of C7H9IN2, with ωB97M-V/def2-TZVPD.

Values from the calculation:
- ΔE to the lowest compared entry with this formula, charge and spin (kcal/mol) = 53.26
- total charge = 0
- SMILES string = IN1NC[C@H]2CC=CC=C21

Atoms and positions in Å:
C: 1.03 2.10 0.52
C: 1.59 0.69 0.52
C: -0.31 2.25 0.42
C: 0.83 -0.29 0.00
C: -1.17 1.02 0.29
C: -1.20 -1.52 -0.38
C: -0.53 -0.06 -0.51
N: 0.00 -2.35 0.07
N: 1.14 -1.62 0.10
I: 2.37 -2.11 -2.03
H: 1.62 2.85 0.93
H: 2.50 0.30 0.87
H: -0.92 3.10 0.45
H: -1.21 0.63 1.30
H: -2.08 1.39 -0.05
H: -1.94 -1.65 0.32
H: -1.58 -1.62 -1.38
H: -0.37 0.19 -1.47
H: 0.25 -3.31 0.04

Charge distribution, Mulliken scheme, values in e:
1. C -0.6881
2. C -0.3915
3. C -0.4161
4. C 0.4928
5. C -0.9593
6. C -0.8531
7. C 0.3711
8. N 0.0004
9. N -0.8705
10. I -0.1997
11. H 0.3982
12. H 0.4935
13. H 0.4462
14. H 0.3317
15. H 0.4120
16. H 0.4243
17. H 0.2859
18. H 0.4571
19. H 0.2649



Record 4
Computed, not measured: a cluster of 2 separate species, H4N2O2 in total, with ωB97M-V/def2-TZVPD.

Values from the calculation:
- ΔE to the lowest compared entry with this formula, charge and spin (kcal/mol) = 80.87
- total charge = 0
- SMILES string = O=O.NN

Atoms and positions in Å:
H: 0.19 1.09 0.48
H: 1.72 1.19 -0.04
H: 0.88 -1.23 -0.72
H: 0.13 -0.87 0.54
N: 0.84 0.70 -0.23
N: 1.06 -0.69 0.16
O: -2.97 0.21 0.10
O: -1.84 -0.39 -0.29

Charge distribution, Mulliken scheme, values in e:
1. H 0.2214
2. H 0.2537
3. H 0.2729
4. H 0.3059
5. N -0.4703
6. N -0.5233
7. O -0.0328
8. O -0.0275



Record 5
Computed, not measured: a structure of composition C54H55InN5O3P2Si2, with ωB97M-V/def2-TZVPD.

Values from the calculation:
- ΔE to the lowest compared entry with this formula, charge and spin (kcal/mol) = 0.00
- total charge = -1

Atoms and positions in Å:
In: -0.48 -0.76 -0.02
O: -2.09 2.94 2.92
C: -3.33 3.03 2.40
C: -4.22 3.91 3.00
C: -5.50 4.06 2.49
C: -5.89 3.34 1.37
C: -5.00 2.47 0.78
C: -3.71 2.28 1.28
C: -2.75 1.38 0.57
O: -1.57 1.16 1.06
N: -3.19 0.92 -0.56
N: -2.26 0.15 -1.24
C: -2.53 0.08 -2.50
C: -1.86 -0.68 -3.52
C: -2.22 -0.46 -4.86
C: -1.65 -1.16 -5.89
C: -0.70 -2.15 -5.58
C: -0.33 -2.40 -4.29
C: -0.89 -1.67 -3.20
O: -0.53 -1.90 -1.99
H: -1.63 2.26 2.37
H: -3.88 4.47 3.86
H: -6.18 4.76 2.96
H: -6.89 3.45 0.97
H: -5.27 1.90 -0.10
H: -3.39 0.67 -2.83
H: -2.97 0.29 -5.06
H: -1.94 -0.98 -6.92
H: -0.24 -2.72 -6.39
H: 0.41 -3.16 -4.05
C: 2.20 -2.95 -1.53
Si: 1.73 -2.10 0.09
C: 3.36 -1.46 0.84
C: 1.16 -3.56 1.19
C: 2.17 -4.45 1.58
C: 1.90 -5.62 2.26
C: 0.59 -5.95 2.56
C: -0.43 -5.08 2.20
C: -0.18 -3.88 1.51
Si: -1.69 -2.76 1.13
C: -2.71 -2.79 2.73
C: -2.71 -3.69 -0.16
H: 3.18 -3.41 -1.44
H: 2.20 -2.27 -2.39
H: 1.46 -3.73 -1.74
H: 4.21 -1.78 0.22
H: 3.51 -1.85 1.85
H: 3.39 -0.37 0.90
H: 3.21 -4.21 1.35
H: 2.71 -6.29 2.54
H: 0.36 -6.87 3.08
H: -1.45 -5.34 2.45
H: -3.25 -3.74 2.82
H: -3.46 -1.99 2.74
H: -2.08 -2.68 3.61
H: -3.08 -4.64 0.23
H: -2.09 -3.88 -1.04
H: -3.57 -3.09 -0.49
C: 0.91 3.36 2.18
C: 1.78 2.36 2.95
P: 1.09 0.64 2.90
C: 2.40 -0.30 3.79
C: 3.67 0.16 4.09
C: 4.60 -0.67 4.71
C: 4.27 -1.97 5.03
C: 3.00 -2.45 4.74
C: 2.08 -1.62 4.12
C: -0.10 0.64 4.30
C: 0.17 1.23 5.54
C: -0.73 1.12 6.58
C: -1.91 0.40 6.41
C: -2.18 -0.20 5.20
C: -1.28 -0.07 4.14
P: 0.90 2.90 0.37
C: -0.45 3.92 -0.32
C: -0.69 3.77 -1.69
C: -1.71 4.47 -2.32
C: -2.52 5.32 -1.58
C: -2.30 5.47 -0.22
C: -1.27 4.78 0.41
C: 2.35 3.94 -0.12
C: 2.28 5.30 -0.38
C: 3.42 6.01 -0.74
C: 4.65 5.36 -0.84
C: 4.73 4.00 -0.56
C: 3.58 3.30 -0.20
H: 1.34 4.36 2.26
H: -0.10 3.39 2.59
H: 1.92 2.67 3.99
H: 2.78 2.33 2.49
H: 3.96 1.18 3.84
H: 5.60 -0.29 4.93
H: 5.00 -2.61 5.51
H: 2.73 -3.47 4.98
H: 1.10 -2.02 3.87
H: 1.10 1.76 5.70
H: -0.51 1.59 7.54
H: -2.61 0.31 7.23
H: -3.10 -0.76 5.05
H: -1.51 -0.52 3.18
H: -0.07 3.09 -2.26
H: -1.88 4.34 -3.38
H: -3.33 5.85 -2.06
H: -2.94 6.12 0.37
H: -1.13 4.90 1.47
H: 1.33 5.82 -0.32
H: 3.35 7.07 -0.95
H: 5.53 5.91 -1.13
H: 5.68 3.48 -0.63
H: 3.63 2.24 0.01
N: 5.46 -0.40 -3.62
C: 4.12 -0.07 -3.61
C: 3.43 0.16 -2.41
N: 2.15 0.44 -2.38
C: 1.51 0.48 -3.55
C: 2.18 0.24 -4.74
N: 3.49 -0.02 -4.78
H: 6.01 -0.14 -2.82
H: 5.90 -0.32 -4.52
H: 3.96 0.09 -1.46
H: 0.45 0.69 -3.54
H: 1.65 0.26 -5.68

Mulliken atomic charge list, values in e, 99 entries:
1. In 2.3536
2. O -0.7429
3. C 0.5724
4. C -0.6262
5. C -0.4200
6. C -0.8082
7. C -1.1575
8. C -0.0699
9. C 0.5761
10. O 0.5281
11. N -0.9072
12. N 0.7265
13. C -0.8384
14. C 0.8356
15. C -0.7185
16. C -0.8670
17. C -0.4766
18. C -0.5839
19. C -0.3882
20. O -0.2913
21. H -0.3559
22. H 0.4294
23. H 0.3941
24. H 0.4193
25. H 0.4265
26. H 0.2696
27. H 0.3902
28. H 0.3785
29. H 0.3989
30. H 0.3073
31. C -1.2214
32. Si 1.0968
33. C -0.9618
34. C 0.3373
35. C -0.3321
36. C -0.9495
37. C -0.7831
38. C -0.4705
39. C 0.3628
40. Si 0.7485
41. C -1.6434
42. C -1.3072
43. H 0.5028
44. H 0.0087
45. H 0.3059
46. H 0.7608
47. H 0.4339
48. H -0.4982
49. H 0.3621
50. H 0.3908
51. H 0.3781
52. H 0.2915
53. H 0.5477
54. H 0.3859
55. H 0.4060
56. H 0.4014
57. H 0.2206
58. H 0.3393
59. C -1.2384
60. C -2.1344
61. P 1.8712
62. C 0.5997
63. C -0.5363
64. C -0.6541
65. C -0.6508
66. C -0.4747
67. C -0.6074
68. C 0.0386
69. C -0.9024
70. C -0.7932
71. C -0.7811
72. C -0.6298
73. C 0.4991
74. P 1.5708
75. C -0.0462
76. C -0.3857
77. C -0.5065
78. C -0.6470
79. C -0.5605
80. C -0.1818
81. C 0.1775
82. C -0.7082
83. C -0.7240
84. C -0.5054
85. C -0.7683
86. C 0.0744
87. H 0.8810
88. H 0.3152
89. H 0.7999
90. H 0.1774
91. H 0.2973
92. H 0.4058
93. H 0.3662
94. H 0.4161
95. H 0.1884
96. H 0.2971
97. H 0.3997
98. H 0.3706
99. H 0.4628



Record 6
Computed, not measured: an isolated molecule of C4H12N4, with ωB97M-V/def2-TZVPD.

Values from the calculation:
- ΔE to the lowest compared entry with this formula, charge and spin (kcal/mol) = 106.26
- total charge = 0
- SMILES string = [H]/N=C(\C)N(C)N(C)N

Atoms and positions in Å:
C: -1.29 -1.14 -1.21
C: -0.19 2.14 -0.94
C: 0.51 -1.56 1.46
N: -0.61 -0.13 -0.44
N: 0.27 0.75 -1.11
C: 0.04 -0.19 1.04
N: 1.49 0.58 -0.29
N: -0.39 0.67 1.91
H: 1.97 -0.27 -0.60
H: 2.15 1.35 -0.40
H: -0.57 0.22 2.81
H: -0.59 -1.85 -1.66
H: -1.96 -1.69 -0.55
H: -1.85 -0.68 -2.04
H: -1.21 2.24 -1.30
H: -0.17 2.50 0.09
H: 0.48 2.81 -1.50
H: 0.29 -2.35 0.74
H: 1.59 -1.55 1.61
H: 0.05 -1.85 2.40

Charge distribution, Mulliken scheme, values in e:
1. C -0.9066
2. C -0.8343
3. C -1.3314
4. N 0.0946
5. N -0.2587
6. C 0.9516
7. N -0.5203
8. N -0.7887
9. H 0.2254
10. H 0.2436
11. H 0.2372
12. H 0.3298
13. H 0.3535
14. H 0.2358
15. H 0.2709
16. H 0.3153
17. H 0.3357
18. H 0.3132
19. H 0.2990
20. H 0.4344



Record 7
Computed, not measured: a cluster of 4 separate species, C2H11O4 in total, with ωB97M-V/def2-TZVPD.

Values from the calculation:
- ΔE to the lowest compared entry with this formula, charge and spin (kcal/mol) = 23.32
- total charge = -1

Atoms and positions in Å:
C: -0.19 1.17 0.29
O: 0.43 -0.10 0.35
C: -0.87 1.43 -1.18
H: -0.99 1.27 1.01
H: 0.53 2.06 0.43
H: -1.28 2.40 -0.94
H: -0.16 1.50 -1.92
H: -1.65 0.70 -1.14
H: -1.77 -1.64 0.43
H: -0.42 -1.06 -0.33
O: -1.34 -1.61 -0.44
H: 1.63 0.06 -0.51
H: 2.17 -0.37 -1.87
O: 2.42 0.27 -1.19
H: 0.94 -2.13 2.93
H: 0.30 -1.59 1.77
O: 0.27 -2.37 2.29

Charge distribution, Mulliken scheme, values in e:
1. C -0.4784
2. O -0.9209
3. C -1.0823
4. H 0.3726
5. H 0.2749
6. H 0.3044
7. H 0.3119
8. H 0.3923
9. H 0.2417
10. H 0.4477
11. O -0.7672
12. H 0.4199
13. H 0.2583
14. O -0.7704
15. H 0.2862
16. H 0.3608
17. O -0.6515



Record 8
Computed, not measured: an isolated molecule of O3P2, with ωB97M-V/def2-TZVPD.

Values from the calculation:
- ΔE to the lowest compared entry with this formula, charge and spin (kcal/mol) = 3.91
- total charge = 0
- SMILES string = O=POP=O

Atoms and positions in Å:
O: 0.77 1.86 -1.33
O: 0.57 -0.11 0.36
O: -1.56 -1.17 0.81
P: 0.48 0.48 -1.27
P: -0.25 -1.06 1.42

Charge distribution, Mulliken scheme, values in e:
1. O -0.3363
2. O -0.2555
3. O -0.4115
4. P 0.5289
5. P 0.4743